The ion CH2NO2 with charge -1, computed with the ωB97M-V functional and the def2-TZVPD basis.

Output
Orbital gap: 8.2 eV
Lowest unoccupied orbital energy: 4.757 eV
SMILES: NC(=O)[O-]
ΔE to the lowest compared entry with this formula, charge and spin: 22.87 kcal per mole
Net charge: -1

Each line ends with the Löwdin charge.
Element x y z (Å)
O 0.806 -0.850 -0.956  -0.19
O 0.268 -1.075 1.311  -0.07
N -0.701 0.580 -0.061  0.02
C 0.196 -0.624 0.173  -0.82
H -0.616 0.979 -0.977  0.02
H 0.046 0.990 0.510  0.03

A structure of composition C45H48Br4N6O2SbSiTi, computed with the ωB97M-V functional and the def2-TZVPD basis.

Output
Orbital gap (alpha / beta): 4.6 / 6.8 eV
<S²>: 2.028
Lowest unoccupied orbital energy (alpha / beta): 1.942 / 1.858 eV
ΔE to the lowest compared entry with this formula, charge and spin: 0.00 kcal per mole
2S+1: 3
Net charge: -1

Each line ends with the Löwdin charge.
Element x y z (Å)
Sb -1.881 2.872 -0.105  1.52
Br 2.800 -3.882 5.400  0.68
Br -0.490 -3.972 5.818  0.68
Br 4.033 -2.502 2.599  0.76
Br -2.461 -2.689 3.430  0.78
Ti 0.399 -0.628 -0.254  0.95
Si -0.653 -2.474 -1.931  0.73
O -0.752 -1.593 1.134  -0.23
O 1.755 -1.554 0.813  -0.23
N 2.028 0.115 -1.448  -0.12
N 5.874 2.504 -3.922  0.15
N 0.593 1.482 0.863  -0.01
N -4.065 0.936 0.800  0.09
N -0.616 1.675 -2.589  0.09
N 6.430 0.346 -4.179  0.15
C -2.610 -2.316 -1.925  -0.63
C -0.065 -2.180 2.082  -0.44
C 0.960 0.772 3.113  -0.01
C -1.738 2.259 -2.169  -0.48
C -6.424 1.208 0.564  -0.03
C -0.405 0.721 3.337  -0.04
C 2.391 1.427 -1.658  -0.20
C 2.174 -2.647 2.903  -0.64
C -6.242 2.436 -0.036  -0.07
C 7.033 2.411 -4.658  -0.25
C 5.528 1.253 -3.642  -0.30
C 9.313 1.704 -6.086  -0.13
C 2.906 -0.812 -1.950  -0.17
C 4.032 -0.508 -2.651  -0.03
C 4.386 0.851 -2.897  -0.17
C 7.407 1.064 -4.835  -0.21
C -0.580 -2.722 3.249  -0.64
C 1.369 -4.311 -1.113  -0.11
C 1.639 -3.203 4.075  -0.76
C -2.921 -0.877 -2.348  -0.13
C 7.825 3.414 -5.212  -0.04
C -0.918 -4.906 -0.372  -0.09
C -0.231 -5.242 -2.735  -0.12
C -0.730 1.493 1.104  -0.49
C 3.501 1.815 -2.337  -0.04
C -2.633 2.383 -4.372  -0.07
C -1.272 1.101 2.324  -0.11
C 0.824 0.875 -4.394  -0.03
C 8.536 0.687 -5.541  -0.05
C 0.261 -3.240 4.246  -0.76
C -0.241 -2.302 -3.788  -0.22
C 2.909 1.201 1.580  -0.02
C -4.949 2.915 -0.201  -0.15
C -5.466 -0.817 1.717  -0.04
C -3.267 -3.267 -2.927  -0.11
C 1.439 1.137 1.859  -0.32
C -3.310 -2.494 -0.571  -0.11
C -5.307 0.487 0.991  -0.32
C -2.770 2.633 -3.016  -0.13
C 8.959 3.046 -5.922  -0.13
C -0.466 1.458 -3.905  -0.32
C -0.109 -4.307 -1.524  -0.64
C -1.463 1.798 -4.819  -0.03
C -3.887 2.121 0.210  -0.45
C 1.344 -2.145 1.916  -0.42
H 1.583 1.658 -4.456  0.09
H -0.492 -5.878 -0.089  0.08
H 9.586 3.813 -6.359  0.09
H -2.901 -3.112 -3.945  0.07
H 0.065 -6.258 -2.443  0.08
H 6.386 -0.652 -4.084  0.14
H -4.774 3.891 -0.638  0.09
H 1.664 0.504 3.890  0.12
H 0.424 -4.934 -3.552  0.07
H -4.354 -3.103 -2.938  0.08
H -0.795 0.390 4.291  0.12
H -2.344 1.066 2.453  0.08
H 4.640 -1.333 -3.002  0.09
H -4.489 -1.251 1.910  0.02
H 8.807 -0.355 -5.666  0.10
H -1.248 -5.294 -3.127  0.06
H 3.475 0.993 2.487  0.08
H -0.637 -3.120 -4.393  0.02
H -3.099 -4.314 -2.665  0.06
H -4.355 -2.166 -0.679  0.07
H 0.844 -2.272 -3.936  0.03
H -4.007 -0.739 -2.450  0.09
H 2.005 -3.882 -1.893  0.07
H -3.336 -3.529 -0.236  0.07
H -7.416 0.803 0.719  0.11
H -6.054 -1.526 1.133  0.08
H 3.715 2.867 -2.466  0.10
H -0.641 -1.370 -4.187  0.00
H 0.691 0.436 -5.382  0.08
H 10.205 1.451 -6.645  0.09
H -2.456 -0.591 -3.294  0.06
H -2.851 -1.903 0.217  0.04
H 1.709 -5.342 -0.948  0.08
H 3.174 2.189 1.201  0.09
H -3.424 2.643 -5.064  0.11
H 1.199 0.120 -3.711  0.04
H -2.589 -0.173 -1.580  0.05
H -0.907 -4.261 0.512  0.07
H -5.983 -0.656 2.666  0.08
H -1.309 1.591 -5.870  0.11
H 1.545 -3.750 -0.196  0.06
H -7.091 3.023 -0.364  0.10
H 1.720 2.165 -1.246  0.08
H 2.649 -1.847 -1.765  0.08
H 3.187 0.465 0.827  0.07
H 7.552 4.454 -5.086  0.10
H -3.669 3.091 -2.625  0.08
H -1.957 -5.076 -0.654  0.06